# 1
30
Properties=species:S:1:pos:R:3:mulliken_charge:R:1 method="wB97M-V/def2-TZVPD" lumo_ev="-9.87 / -11.60" mol_weight_da=363.92 orbital_gap_ev="5.1 / 3.3" e_above_lowest_kcal_mol=127.4 total_charge=+2
Ga -11.366 3.683 -11.857 0.6480
C -8.961 2.382 -3.890 -1.2794
C -9.810 2.594 -5.086 0.8781
C -11.049 3.229 -5.005 -0.4066
C -11.815 3.335 -6.138 -0.3971
C -11.205 2.853 -7.285 0.4895
Br -12.222 3.059 -8.878 -0.0236
N -10.046 2.221 -7.456 -0.1956
C -9.357 2.184 -6.309 -0.4049
H -7.964 2.058 -4.216 0.3834
H -9.382 1.691 -3.171 0.3657
H -8.916 3.378 -3.350 0.3952
H -11.274 3.710 -4.013 0.4154
H -12.790 3.749 -6.187 0.4747
H -8.419 1.637 -6.432 0.3825
N -10.991 1.490 -11.755 -0.4453
C -10.310 0.662 -10.720 0.1724
C -8.841 0.718 -11.035 -0.5673
N -7.990 0.255 -9.898 -0.5020
H -11.874 1.021 -12.020 0.3716
H -10.432 1.634 -12.588 0.3333
H -10.682 -0.365 -10.804 0.2828
H -10.477 1.058 -9.699 -0.2904
H -8.701 1.789 -11.203 0.2358
H -8.615 0.258 -11.956 0.4243
H -7.462 -0.584 -10.100 0.2644
H -8.521 0.268 -9.061 0.1803
O -12.989 2.393 -14.178 -0.4418
S -13.813 3.295 -13.275 0.5192
N -13.464 3.640 -11.863 -0.2622


# 2
25
Properties=species:S:1:pos:R:3:lowdin_spin:R:1 method="wB97M-V/def2-TZVPD" lumo_ev="-4.82 / -7.23" s2=2.039 mol_weight_da=218.12 orbital_gap_ev="7.7 / 5.2" e_above_lowest_kcal_mol=9.4 total_charge=+1 spin_multiplicity=3
C -1.875 1.377 -0.837 0.4117
C -0.847 0.300 -0.662 0.0411
C -0.385 3.279 -1.428 1.0623
C -0.408 -0.338 -1.935 0.0228
C 1.798 -0.107 1.203 0.0004
C 0.996 -2.045 0.001 0.0015
C -0.074 -1.534 2.229 -0.0001
C 0.468 -0.897 0.987 0.0021
N -0.482 -0.042 0.457 0.0169
N -1.534 2.690 -1.058 0.1172
Br -0.384 5.148 -1.453 0.2781
H -2.864 1.176 -0.850 0.0207
H -1.236 -0.214 -2.697 0.0029
H 0.483 0.416 -2.139 0.0040
H -0.155 -1.318 -1.677 0.0029
H 2.359 -0.010 0.194 0.0000
H 1.422 0.843 1.627 0.0000
H 2.491 -0.586 1.869 0.0000
H 0.128 -2.595 -0.319 0.0001
H 1.466 -1.726 -0.902 0.0003
H 1.698 -2.529 0.581 0.0001
H -0.911 -2.271 2.006 0.0000
H 0.594 -1.738 2.997 0.0000
H -0.539 -0.676 2.697 -0.0001
H -2.209 3.399 -0.892 0.0152


# 3
32
Properties=species:S:1:pos:R:3:mulliken_charge:R:1 method="wB97M-V/def2-TZVPD" smiles="O=C1OC[C@@H](F)O1.C[N+](=O)[O-].O=S1(=O)CCCC1" lumo_ev=0.22 mol_weight_da=287.26 orbital_gap_ev=10.5 total_charge=0
O 2.478 1.187 1.366 -0.5370
C 2.766 0.779 0.278 0.7424
O 3.076 -0.510 0.001 -0.3333
C 3.312 -0.628 -1.389 -0.4468
C 2.899 0.720 -1.989 0.3171
F 1.718 0.682 -2.649 -0.2482
O 2.737 1.507 -0.812 -0.3266
H 4.390 -0.811 -1.505 0.3199
H 2.833 -1.513 -1.810 0.2941
H 3.626 1.178 -2.652 0.2487
C 0.723 -0.451 3.288 -0.5802
N -0.127 -1.587 3.682 0.9260
O -1.178 -1.369 4.252 -0.5461
O 0.295 -2.709 3.451 -0.5375
H 0.963 0.076 4.206 0.3079
H 0.191 0.224 2.624 0.1260
H 1.563 -0.874 2.754 0.2917
O -4.750 -0.322 -0.726 -0.6448
S -3.499 -0.091 -1.413 1.0782
O -3.334 -0.244 -2.848 -0.6350
C -2.780 1.504 -0.935 -0.8400
C -1.287 1.289 -1.044 -0.5715
C -0.944 -0.142 -0.529 0.5275
C -2.219 -1.010 -0.513 -0.8278
H -3.117 1.521 0.105 0.3386
H -3.311 2.252 -1.517 0.4736
H -0.997 1.400 -2.090 0.2491
H -0.679 2.002 -0.490 0.4263
H -0.571 -0.108 0.494 -0.5176
H -0.185 -0.657 -1.114 0.1203
H -2.537 -1.300 0.488 0.3757
H -2.055 -1.992 -0.964 0.4293